*one*
The following is a DFT calculation (ωB97M-V/def2-TZVPD) of 2 unconnected molecules or ions with the total composition C4H10NO2.

CARTESIAN COORDINATES (ANGSTROEM)
C 0.556 -1.221 -0.237
O 0.348 -0.049 0.418
C 0.192 -1.140 -1.724
N 0.339 -2.406 -2.474
H 1.611 -1.577 -0.178
H -0.090 -2.063 0.148
H -0.837 -0.797 -1.843
H 0.846 -0.384 -2.170
H -0.126 -3.145 -1.959
H 1.312 -2.671 -2.477
O -1.565 2.160 3.330
C -1.126 1.763 2.271
C -0.187 2.555 1.420
H -1.379 0.771 1.865
H -0.617 2.666 0.425
H 0.748 2.018 1.272
H -0.026 3.518 1.913

The charge is -1. The calculation puts the HOMO-LUMO gap at 0.256 Ha. The LUMO energy is 4.1 eV.

---

*two*
The following is a DFT calculation (ωB97M-V/def2-TZVPD) of a gas-phase ion, C4H10NO2 (charge -1).

CARTESIAN COORDINATES (ANGSTROEM)
C 0.209 -1.390 0.074
C 1.463 -0.614 0.419
C 1.613 0.741 -0.333
O 2.854 1.213 -0.390
N -1.079 -0.801 0.506
C -1.659 0.167 -0.383
O -2.891 0.646 0.177
H 0.209 -2.364 0.558
H 0.142 -1.563 -1.002
H 2.351 -1.188 0.131
H 1.547 -0.442 1.500
H 0.882 1.462 0.142
H 1.132 0.557 -1.336
H -0.978 -0.432 1.444
H -1.030 1.019 -0.631
H -1.873 -0.352 -1.325
H -3.523 -0.025 -0.107

Its structure (SMILES) is [O-]CCCNCO. The charge is -1. The calculation puts the HOMO-LUMO gap at 0.209 Ha. The LUMO energy is 3.4 eV.

---

*three*
The following is a DFT calculation (ωB97M-V/def2-TZVPD) of a gas-phase ion, C4H10NO2 (charge -1).

CARTESIAN COORDINATES (ANGSTROEM)
C -1.409 -0.152 0.643
O -2.581 0.404 0.785
C -0.424 0.725 -0.171
C 1.003 0.275 0.118
C 1.090 -1.263 -0.026
O 1.552 0.871 1.423
N -0.753 0.658 -1.547
H -0.980 -0.365 1.640
H -1.366 -1.230 0.186
H -0.622 1.663 0.168
H 1.670 0.728 -0.655
H 1.999 -1.703 0.374
H 0.697 -1.481 -1.048
H 0.306 -1.799 0.533
H 2.494 1.018 1.135
H -1.671 0.091 -1.621
H -1.005 1.559 -1.938

Its structure (SMILES) is C[C@H](O)[C@@H](N)C[O-]. The charge is -1. The calculation puts the HOMO-LUMO gap at 0.220 Ha. The LUMO energy is 3.7 eV.

---

*four*
The following is a DFT calculation (ωB97M-V/def2-TZVPD) of a gas-phase ion, C4H10NO2 (charge -1).

CARTESIAN COORDINATES (ANGSTROEM)
C -0.508 0.554 1.669
O -0.093 1.800 2.283
C -0.072 0.459 0.223
C -0.658 -0.810 -0.435
C -0.133 -0.965 -1.896
O 1.159 -1.359 -1.948
N 1.388 0.500 0.178
H -0.130 -0.247 2.286
H -1.598 0.583 1.772
H 0.768 2.009 1.894
H -0.480 1.289 -0.359
H -0.191 -1.669 0.035
H -1.748 -0.911 -0.321
H -0.833 -1.678 -2.388
H -0.282 0.031 -2.397
H 1.686 0.870 -0.716
H 1.725 -0.457 0.123

Its structure (SMILES) is N[C@H](CO)CC[O-]. The charge is -1. The calculation puts the HOMO-LUMO gap at 0.235 Ha. The LUMO energy is 3.9 eV.

---

What should be chosen as the most stable of them? Choose *four*.